# 1
Below is C9H9NO6Sm as an isolated structure at a distorted geometry, with properties calculated with ωB97M-V with the def2-TZVPD basis set.

```
26
Properties=species:S:1:pos:R:3
O 0.249 -0.219 -7.394
C -0.090 0.017 -6.331
Sm -0.803 0.464 -1.399
O 0.992 -1.739 -3.650
C 0.408 -1.046 -2.926
C -2.017 2.347 -2.706
O -2.558 3.209 -3.248
C -2.056 -1.314 -2.622
O -2.512 -2.217 -3.189
C 1.157 1.298 -2.694
O 2.114 1.526 -3.306
C 0.598 -0.295 4.069
N -0.028 0.075 2.793
C -1.293 0.816 2.819
C 0.498 -0.252 1.634
C 1.767 -1.006 1.507
O -0.140 0.088 0.556
H 0.001 0.156 4.865
H 1.630 0.081 4.126
H 0.620 -1.388 4.200
H -1.203 1.782 2.300
H -2.103 0.241 2.346
H -1.530 0.986 3.871
H 1.585 -1.986 1.045
H 2.462 -0.458 0.858
H 2.254 -1.166 2.475
```

Results
* spin multiplicity: 6
* charge: +3
* frontier orbital gap (alpha / beta): 6.15 / 6.98 eV
* highest occupied orbital energy (alpha / beta): -20.633 / -20.647 eV
* <S²>: 8.758

These are the Löwdin partial charges, in e, on atoms 1 to 6:
1 O 0.083
2 C 0.009
3 Sm 1.639
4 O 0.247
5 C -0.094
6 C 0.025

# 2
Below is C12H10AsIrN4S4 as an isolated structure, with properties calculated with ωB97M-V with the def2-TZVPD basis set.

```
32
Properties=species:S:1:pos:R:3
Ir -0.134 -1.186 -0.972
S -1.664 3.239 -0.717
As -0.288 3.847 0.642
S 0.693 0.644 0.078
S 1.705 1.858 -1.303
S 1.784 3.584 -0.211
N -0.739 -4.048 -2.217
C -0.530 -3.011 -1.740
C -1.010 -1.855 0.824
C -0.825 -0.944 1.979
C 0.247 -1.091 2.868
C 0.457 -0.203 3.904
C -0.409 0.875 4.087
C -1.487 1.042 3.214
C -1.685 0.144 2.185
C -0.199 1.799 5.163
N -0.032 2.538 6.031
H -2.080 -1.968 0.614
H -0.619 -2.849 1.058
H 0.932 -1.918 2.722
H 1.297 -0.331 4.575
H -2.156 1.884 3.344
H -2.508 0.294 1.496
N 0.654 0.246 -4.911
C 1.830 -0.452 -4.750
C 1.781 -0.965 -3.493
N 0.604 -0.586 -2.893
C -0.052 0.135 -3.766
H 0.370 0.760 -5.724
H 2.572 -0.515 -5.524
H 2.499 -1.569 -2.969
H -1.007 0.602 -3.595
```

Results
* spin multiplicity: 2
* charge: -1
* frontier orbital gap (alpha / beta): 5.50 / 5.87 eV
* highest occupied orbital energy (alpha / beta): -4.370 / -4.743 eV
* <S²>: 0.756
* energy above the lowest of the compared OMol25 structures with the same formula, charge and spin: 124.1 kJ/mol

These are the natural (NBO) partial charges, in e, on atoms 1 to 6:
1 Ir 0.409
2 S -0.493
3 As 0.651
4 S -0.344
5 S -0.057
6 S -0.276

# 3
Below is an isolated ion of composition C5H9N4O and charge +1 at a distorted geometry, with properties calculated with ωB97M-V with the def2-TZVPD basis set.

```
19
Properties=species:S:1:pos:R:3
C 1.319 0.647 0.679
C -0.123 -1.267 0.640
C -0.404 1.513 -0.808
C -2.243 -1.571 -0.320
C 1.588 2.674 -0.657
N 0.934 -0.507 1.041
N -1.160 -0.784 0.020
N 0.726 1.594 -0.198
N 0.055 -2.603 1.007
O -1.316 1.720 -1.422
H 2.369 0.903 0.915
H -2.602 -1.927 0.638
H -3.112 -0.998 -1.002
H -1.897 -2.452 -0.796
H 2.356 2.420 -1.379
H 2.352 2.978 0.100
H 1.095 3.577 -0.909
H 0.790 -2.762 1.558
H -0.725 -3.157 0.891
```

Results
* structure (SMILES): C/N=C(N)/N=C\[N+](C)=C=O
* charge: +1
* frontier orbital gap: 8.65 eV
* highest occupied orbital energy: -13.170 eV
* energy above the lowest of the compared OMol25 structures with the same formula, charge and spin: 338.8 kJ/mol

These are the natural (NBO) partial charges, in e, on atoms 1 to 6:
1 C 0.322
2 C 0.542
3 C 1.049
4 C -0.443
5 C -0.448
6 N -0.409

# 4
Below is a 9-piece molecular cluster, C56H124N6O9 overall at a distorted geometry, with properties calculated with ωB97M-V with the def2-TZVPD basis set.

```
195
Properties=species:S:1:pos:R:3
C 11.237 0.774 3.470
O 10.748 1.182 2.173
H 10.664 -0.086 3.816
H 12.288 0.487 3.498
H 11.076 1.683 4.050
H 9.867 0.833 2.021
C 2.809 1.021 11.038
O 3.968 1.389 10.341
H 2.429 1.909 11.542
H 2.125 0.616 10.292
H 3.087 0.187 11.683
H 4.656 1.479 11.005
O 7.253 -2.339 7.936
H 6.913 -1.470 8.150
H 6.716 -2.632 7.200
C -11.468 -1.931 -3.805
C -10.464 -1.599 -4.988
C -9.032 -1.851 -4.451
C -7.996 -1.808 -5.566
C -8.311 -2.893 -6.607
C -9.647 -2.680 -7.267
N -10.661 -2.469 -6.182
O -12.023 -2.733 -6.598
C -9.576 -1.383 -8.137
C -9.965 -3.935 -8.100
C -10.595 -0.146 -5.306
H -10.890 -1.910 -2.881
H -11.717 -2.969 -4.028
H -12.451 -1.462 -3.850
H -8.794 -1.150 -3.652
H -9.039 -2.844 -4.000
H -6.987 -2.023 -5.215
H -7.924 -0.809 -5.996
H -8.186 -3.884 -6.171
H -7.503 -2.772 -7.328
H -8.701 -0.739 -8.039
H -9.630 -1.552 -9.212
H -10.375 -0.666 -7.951
H -10.756 -3.827 -8.843
H -9.068 -4.259 -8.626
H -10.244 -4.812 -7.516
H -10.364 0.444 -4.420
H -11.622 0.193 -5.441
H -9.919 0.363 -5.993
H -12.133 -1.921 -7.100
C -0.557 -2.800 2.774
C 0.531 -2.768 1.579
C -0.253 -2.884 0.174
C 0.639 -2.387 -1.085
C 1.207 -1.016 -0.710
C 2.005 -0.957 0.592
N 1.169 -1.438 1.679
O 1.842 -1.161 2.896
C 3.355 -1.779 0.412
C 2.157 0.552 0.831
C 1.408 -4.034 1.756
H -1.020 -3.783 2.690
H -1.302 -2.046 2.521
H 0.027 -2.734 3.692
H -0.387 -3.957 0.035
H -1.232 -2.406 0.136
H 0.050 -2.413 -2.001
H 1.496 -3.011 -1.338
H 0.324 -0.397 -0.556
H 1.774 -0.753 -1.603
H 3.975 -1.013 -0.055
H 3.677 -2.043 1.420
H 3.268 -2.638 -0.253
H 2.808 0.777 1.675
H 2.671 1.133 0.065
H 1.201 1.014 1.077
H 2.141 -4.279 0.987
H 0.823 -4.925 1.984
H 2.009 -3.854 2.647
H 1.227 -0.643 3.420
C 0.474 -14.568 -3.451
C 0.983 -13.565 -2.331
C 2.013 -14.441 -1.446
C 3.459 -14.395 -2.055
C 3.852 -12.975 -2.170
C 2.943 -12.240 -3.286
N 1.589 -12.267 -2.779
O 0.768 -11.607 -3.622
C 3.425 -10.816 -3.303
C 3.171 -12.861 -4.800
C -0.098 -13.284 -1.308
H -0.212 -14.126 -4.173
H 0.020 -15.458 -3.014
H 1.289 -15.051 -3.991
H 2.001 -14.064 -0.424
H 1.813 -15.511 -1.498
H 3.698 -14.979 -2.944
H 4.123 -14.807 -1.295
H 4.890 -12.811 -2.460
H 3.624 -12.332 -1.320
H 3.209 -10.206 -4.180
H 3.121 -10.222 -2.440
H 4.505 -10.818 -3.158
H 3.036 -13.943 -4.772
H 2.388 -12.521 -5.477
H 4.092 -12.640 -5.338
H 0.090 -12.945 -0.289
H -0.657 -14.217 -1.228
H -0.932 -12.703 -1.703
H 0.658 -10.813 -3.093
C 2.742 8.773 9.084
C 3.374 9.495 7.825
C 4.403 10.595 8.358
C 5.306 11.237 7.272
C 6.070 10.062 6.756
C 5.195 9.071 6.019
N 4.143 8.585 6.945
O 3.500 7.507 6.508
C 4.694 9.626 4.678
C 6.191 7.878 5.728
C 2.241 10.369 7.038
H 2.576 9.489 9.888
H 3.473 8.174 9.629
H 1.815 8.223 8.922
H 3.893 11.436 8.825
H 5.177 10.272 9.055
H 5.953 12.001 7.704
H 4.751 11.761 6.494
H 6.499 9.497 7.584
H 6.906 10.446 6.172
H 4.633 8.814 3.954
H 3.699 10.035 4.853
H 5.249 10.402 4.149
H 5.883 7.192 4.938
H 7.199 8.187 5.451
H 6.297 7.181 6.559
H 2.687 11.095 6.358
H 1.597 10.644 7.873
H 1.627 9.695 6.441
H 3.571 6.871 7.224
C 7.407 0.300 -8.396
C 7.900 1.750 -8.653
C 6.614 2.621 -8.300
C 6.910 4.113 -8.039
C 8.046 4.168 -6.985
C 9.348 3.396 -7.335
N 9.012 1.998 -7.719
O 10.146 1.297 -7.878
C 10.285 4.188 -8.330
C 10.076 3.448 -5.992
C 8.340 1.644 -10.134
H 6.410 0.029 -8.743
H 7.415 0.155 -7.316
H 8.028 -0.542 -8.704
H 5.932 2.520 -9.145
H 6.138 2.203 -7.413
H 6.019 4.633 -7.686
H 7.328 4.643 -8.894
H 7.584 3.702 -6.115
H 8.325 5.187 -6.715
H 10.524 5.207 -8.024
H 11.231 3.670 -8.491
H 9.803 4.141 -9.306
H 9.629 2.886 -5.171
H 11.122 3.141 -5.963
H 10.122 4.496 -5.696
H 7.473 1.629 -10.795
H 8.837 0.681 -10.253
H 8.852 2.532 -10.504
H 10.360 1.576 -8.772
C -12.248 3.802 6.527
C -11.172 4.200 5.430
C -11.474 5.751 5.172
C -10.223 6.693 5.011
C -9.035 6.297 5.801
C -8.564 4.782 5.736
N -9.801 3.893 6.014
O -9.451 2.502 6.086
C -7.889 4.450 4.392
C -7.422 4.625 6.783
C -11.481 3.416 4.065
H -13.216 4.101 6.126
H -12.023 4.224 7.506
H -12.239 2.712 6.562
H -12.030 5.893 4.245
H -12.240 6.293 5.725
H -10.626 7.637 5.376
H -9.951 6.875 3.971
H -9.125 6.558 6.856
H -8.211 6.906 5.430
H -8.721 4.748 3.755
H -7.059 5.141 4.240
H -7.478 3.447 4.274
H -6.763 5.487 6.678
H -7.708 4.574 7.833
H -6.916 3.694 6.526
H -12.517 3.605 3.783
H -11.159 2.375 4.101
H -10.926 3.774 3.198
H -9.055 2.343 6.946
```

Results
* structure (SMILES): CC1(C)CCCC(C)(C)N1O.CC1(C)CCCC(C)(C)N1O.CC1(C)CCCC(C)(C)N1O.CC1(C)CCCC(C)(C)N1O.CC1(C)CCCC(C)(C)N1O.CC1(C)CCCC(C)(C)N1O.CO.CO.O
* charge: 0
* frontier orbital gap: 8.23 eV
* highest occupied orbital energy: -7.804 eV
* energy above the lowest of the compared OMol25 structures with the same formula, charge and spin: 660.5 kJ/mol

These are the Löwdin partial charges, in e, on atoms 1 to 6:
1 C -0.141
2 O -0.142
3 H 0.074
4 H 0.072
5 H 0.073
6 H 0.065

> What is the formula in the fourth record?

C56H124N6O9

> What is the charge in the fourth record?

0

> Among the records above, which one has the highest charge?

C9H9NO6Sm

> What is the charge in the fourth record?

0